Density functional theory data (ωB97M-V with the def2-TZVPD basis set) for C4H57BrN2O32PS2 as an isolated structure.

Values from the calculation:
Calculated total energy   -174577.9648 eV
Spin multiplicity   1
Kohn-Sham gap   7.8 eV
Total charge   -1

Last column: Mulliken charge in e.
Atoms and positions in Å:
C -2.2352 0.2350 3.1523  -0.984
C -2.8285 0.2579 1.7473  0.422
O -3.9552 0.5474 1.6259  -0.485
N -2.0915 -0.0834 0.5316  0.286
C -1.7409 -1.5225 0.4403  0.103
C -0.8812 -2.2871 1.4353  -0.467
O -2.1402 -2.0848 -0.4949  -0.460
S -0.7881 0.9806 0.2680  1.046
O -1.1359 1.7543 -0.9402  -0.768
O -0.5730 1.9428 1.3378  -0.571
N 0.4986 0.0855 -0.1226  -0.127
S 1.8341 0.4839 0.7459  0.871
O 2.3928 1.7592 0.3359  -0.545
O 1.6563 0.3661 2.1954  -0.698
P 3.3526 -1.0315 0.2459  0.280
O 3.6259 -1.9877 1.5632  -0.488
Br 2.3575 -2.3752 -1.2365  -0.247
H -2.7861 -0.4347 3.8226  0.366
H -2.3778 1.2497 3.5546  0.287
H -1.1524 0.0615 3.1737  0.184
H -0.7900 -1.8314 2.4240  0.241
H 0.1192 -2.3898 1.0008  -0.113
H -1.3016 -3.2973 1.5053  0.473
H 3.3994 -1.4873 2.3743  0.421
O 1.4003 -3.9990 2.3991  -0.518
H 2.3335 -3.8388 2.5811  0.259
H 1.3985 -4.7770 1.8308  0.259
O 4.6613 2.4804 2.7725  -0.749
H 4.1646 2.1196 2.0256  0.313
H 4.0125 2.5149 3.4859  0.358
O -1.9514 0.0035 -3.4735  -0.617
H -1.1079 0.2223 -3.8935  0.372
H -1.9003 0.4747 -2.6272  0.231
O 0.9534 -1.1885 -4.3098  -0.594
H 0.8061 -1.1603 -5.2628  0.263
H 0.3703 -1.8918 -3.9995  0.311
O -2.7176 0.3717 -6.6531  -0.748
H -3.1030 1.2218 -6.4030  0.360
H -2.3239 0.0422 -5.8322  0.357
O 5.9766 0.4774 -1.0714  -0.563
H 6.8106 0.6957 -1.5012  0.249
H 6.0131 0.9557 -0.2340  0.324
O 0.4957 -6.8251 2.4082  -0.566
H 1.0372 -7.6222 2.3746  0.282
H -0.2950 -7.0968 2.8879  0.281
O -3.5118 3.9143 -1.5559  -0.674
H -3.6170 4.4613 -0.7691  0.288
H -2.8550 3.2527 -1.2885  0.386
O -2.3561 4.7585 -4.5067  -0.635
H -2.8868 4.4015 -5.2277  0.304
H -2.9586 4.7650 -3.7517  0.316
O 0.1240 0.9474 -6.4565  -0.539
H 0.7386 1.4210 -7.0264  0.260
H -0.6889 1.4625 -6.5037  0.294
O 4.4910 -2.6928 4.0893  -0.545
H 4.9719 -3.0166 3.3185  0.280
H 5.1779 -2.2984 4.6406  0.218
O -5.5833 0.4491 -6.7935  -0.631
H -5.6066 0.7431 -5.8742  0.295
H -4.7338 -0.0079 -6.8627  0.336
O -1.4666 5.0128 1.0545  -0.644
H -0.5405 5.1772 1.2577  0.284
H -1.4406 4.2499 0.4665  0.306
O 4.4706 -1.5683 6.8305  -0.689
H 3.9827 -1.9388 6.0829  0.350
H 3.8145 -1.5269 7.5403  0.316
O 5.0702 4.2002 0.3704  -0.660
H 4.5748 3.8305 -0.3702  0.327
H 4.4301 4.2242 1.0918  0.330
O 2.3764 4.2274 3.2558  -0.628
H 1.8909 3.8520 2.5081  0.338
H 1.7264 4.2595 3.9661  0.278
O -0.0103 -7.3011 -0.5836  -0.620
H -0.0461 -6.9700 0.3244  0.382
H 0.8281 -7.7718 -0.6325  0.278
O -6.8609 0.5192 0.1011  -0.657
H -5.9259 0.6710 0.2882  0.370
H -6.8589 -0.2468 -0.4818  0.302
O -5.2038 2.1524 -3.1102  -0.588
H -4.5732 2.8685 -2.9381  0.294
H -6.0526 2.5286 -2.8501  0.284
O 7.1593 -2.4671 6.4339  -0.625
H 7.7838 -1.7582 6.6190  0.318
H 6.2908 -2.0765 6.6214  0.391
O 6.2841 0.1170 2.8130  -0.567
H 5.8895 0.9749 3.0431  0.383
H 6.6552 -0.2011 3.6426  0.252
O -0.5612 -4.6291 -1.4383  -0.469
H -0.2901 -5.2139 -2.1532  0.225
H -1.5237 -4.6363 -1.4794  0.262
O -5.3999 3.3162 -7.3437  -0.604
H -5.5551 3.3513 -8.2928  0.282
H -5.9693 2.5997 -7.0415  0.347
O -7.9255 1.9699 -5.0515  -0.617
H -6.9868 2.1286 -4.8863  0.267
H -7.9339 1.2181 -5.6559  0.364
O 2.6502 -0.2968 8.6694  -0.619
H 3.2655 0.4218 8.8543  0.312
H 1.7830 0.0797 8.8521  0.297

=====

Density functional theory data (ωB97M-V with the def2-TZVPD basis set) for an isolated ion of composition C4H5Br2N2 and charge +1.

Values from the calculation:
Calculated total energy   -147285.6763 eV
SMILES   Cn1cc(Br)[nH+]c1Br
Spin multiplicity   1
ΔE to the lowest compared entry with this formula, charge and spin   116.22 kJ/mol
Kohn-Sham gap   8.8 eV
Total charge   +1

Last column: Mulliken charge in e.
Atoms and positions in Å:
C 1.8356 0.6925 -0.2395  -0.821
N 0.4949 0.2573 -0.1218  0.083
C -0.7078 0.9494 -0.0920  0.105
C -1.7777 0.0803 0.0910  -0.225
Br -3.5979 0.3854 0.1181  -0.045
N -1.2809 -1.1920 0.2786  0.018
C 0.0104 -1.2809 0.2203  0.093
Br 1.2276 -2.6121 0.2395  0.066
H 2.5975 0.2507 0.4767  0.346
H 2.2232 0.6298 -1.3095  0.309
H 1.7262 1.7896 -0.0391  0.326
H -0.9401 1.9643 -0.3678  0.442
H -1.8110 -1.9144 0.7456  0.304

=====

Density functional theory data (ωB97M-V with the def2-TZVPD basis set) for one molecule with the formula C4H5BrO.

Values from the calculation:
Calculated total energy   -76316.4264 eV
SMILES   CC#C[C@H](O)Br
Spin multiplicity   1
ΔE to the lowest compared entry with this formula, charge and spin   151.73 kJ/mol
Kohn-Sham gap   10.5 eV

Last column: Mulliken charge in e.
Atoms and positions in Å:
C 0.4387 -0.0735 2.3038  -1.238
C 0.2691 -0.1400 0.8880  0.459
C -0.1047 -0.0655 -0.2576  -0.263
C -0.2903 -0.1910 -1.7856  0.093
O 0.1253 0.8375 -2.5423  -0.471
Br -2.1507 -0.5532 -2.3361  -0.195
H 0.4512 0.9425 2.5842  0.301
H -0.3395 -0.6066 2.7713  0.336
H 1.2279 -0.7725 2.5597  0.321
H 0.1497 -1.0576 -2.0871  0.310
H 0.2235 1.6799 -2.0983  0.346